## w
13 unconnected molecules or ions with the total composition C13H52O13. Source: the Open Molecules 2025 dataset; level of theory: the ωB97M-V functional and the def2-TZVPD basis.

Geometry as XYZ:
```
78
Properties=species:S:1:pos:R:3:lowdin_charge:R:1
C -1.142 -0.653 -3.523 -0.190
O -1.914 -1.741 -3.879 -0.118
H -1.412 0.139 -4.221 0.081
H -1.294 -0.290 -2.506 0.062
H -0.083 -0.888 -3.627 0.078
H -1.545 -2.460 -3.360 0.009
C 4.283 1.619 2.371 -0.102
O 3.291 0.658 1.943 -0.165
H 4.320 1.491 3.453 0.085
H 5.254 1.413 1.920 0.078
H 4.037 2.662 2.174 0.075
H 3.301 0.702 0.984 0.018
C -1.424 -4.640 -1.229 -0.133
O -1.295 -3.930 -2.440 -0.127
H -1.526 -3.961 -0.383 0.076
H -2.377 -5.168 -1.195 0.083
H -0.572 -5.301 -1.072 0.080
H -1.347 -4.553 -3.168 0.100
C -4.181 2.359 1.641 -0.164
O -4.268 3.765 1.365 -0.098
H -3.285 1.914 1.209 0.039
H -4.039 2.000 2.660 0.073
H -4.996 1.864 1.111 0.080
H -5.097 4.012 1.780 0.069
C -1.439 0.682 3.685 -0.165
O -1.817 1.601 4.684 -0.102
H -2.019 0.778 2.767 0.041
H -0.419 0.726 3.301 0.073
H -1.535 -0.329 4.080 0.080
H -1.066 1.831 5.236 0.078
C 1.899 2.439 -3.143 -0.189
O 0.624 2.973 -3.191 -0.112
H 2.357 2.507 -4.130 0.080
H 2.504 3.007 -2.436 0.078
H 1.761 1.429 -2.756 0.065
H 0.181 2.535 -3.921 0.070
C 1.958 -3.376 0.017 -0.155
O 2.052 -4.766 0.383 -0.114
H 1.545 -3.230 -0.980 0.080
H 1.265 -2.917 0.722 0.067
H 2.900 -2.833 0.104 0.045
H 2.432 -5.307 -0.313 0.073
C 0.188 -0.530 0.206 -0.102
O -0.828 0.498 0.055 -0.136
H 0.896 -0.437 -0.617 0.079
H 0.729 -0.542 1.153 0.066
H -0.255 -1.525 0.165 0.060
H -1.597 0.159 0.518 0.022
C -3.998 -1.316 -0.119 -0.094
O -3.200 -0.891 0.998 -0.144
H -4.999 -1.451 0.290 0.082
H -4.068 -0.548 -0.889 0.075
H -3.631 -2.248 -0.549 0.072
H -3.339 -1.483 1.741 0.091
C 3.259 -2.293 3.045 -0.154
O 2.240 -1.355 3.378 -0.150
H 4.099 -2.121 3.719 0.074
H 2.896 -3.298 3.260 0.082
H 3.544 -2.114 2.008 0.055
H 2.487 -0.549 2.919 0.000
C -3.366 2.260 -1.922 -0.121
O -2.569 3.221 -2.688 -0.116
H -4.401 2.601 -1.946 0.079
H -3.362 1.267 -2.371 0.054
H -3.008 2.151 -0.898 0.053
H -3.022 3.343 -3.525 0.064
C 4.133 -0.413 -1.376 -0.078
O 3.825 0.854 -0.720 -0.150
H 3.569 -1.205 -0.883 0.054
H 3.854 -0.296 -2.424 0.078
H 5.207 -0.596 -1.380 0.084
H 4.345 1.519 -1.178 0.090
C 0.993 3.274 0.845 -0.142
O -0.004 3.197 -0.189 -0.119
H 1.407 4.267 1.019 0.076
H 0.593 2.995 1.820 0.067
H 1.800 2.563 0.665 0.049
H -0.290 2.283 -0.248 0.018
```

## Properties
Charge = 0
HOMO-LUMO gap = 9.192 eV
E_LUMO = 0.24 eV

***

## x
13 unconnected molecules or ions with the total composition C13H52O13. Source: the Open Molecules 2025 dataset; level of theory: the ωB97M-V functional and the def2-TZVPD basis.

Geometry as XYZ:
```
78
Properties=species:S:1:pos:R:3:lowdin_charge:R:1
C 8.624 3.417 12.185 -0.173
O 7.799 2.514 12.906 -0.131
H 8.143 3.689 11.209 0.073
H 9.666 3.089 12.111 0.056
H 8.645 4.300 12.840 0.090
H 7.751 1.756 12.253 0.079
C 7.912 1.329 3.964 -0.161
O 8.268 0.008 3.543 -0.121
H 7.800 1.319 5.036 0.052
H 6.912 1.737 3.691 0.101
H 8.696 1.991 3.670 0.042
H 7.549 -0.265 2.919 0.098
C 13.146 1.692 12.816 -0.071
O 11.771 1.963 12.240 -0.153
H 13.102 1.937 13.858 0.068
H 13.765 2.446 12.340 0.074
H 13.564 0.741 12.671 0.048
H 11.727 1.732 11.297 0.010
C 10.051 7.525 7.760 -0.164
O 10.134 7.164 6.376 -0.129
H 11.014 7.807 8.151 0.067
H 9.760 6.640 8.352 0.033
H 9.280 8.329 8.025 0.112
H 9.223 7.112 6.024 0.074
C 11.366 1.647 5.421 -0.192
O 11.968 2.824 5.158 -0.084
H 11.613 0.864 4.708 0.097
H 10.391 1.856 5.138 0.024
H 11.406 1.444 6.532 0.085
H 12.719 2.927 5.731 0.076
C 9.066 4.910 3.778 -0.161
O 9.247 4.800 2.370 -0.108
H 9.378 4.121 4.441 0.059
H 8.020 5.027 3.862 0.063
H 9.453 5.885 4.093 0.071
H 9.823 4.013 2.315 0.081
C 6.660 2.080 8.163 -0.154
O 6.508 0.679 8.392 -0.113
H 5.741 2.671 8.110 0.090
H 7.097 2.228 7.158 0.069
H 7.293 2.455 8.928 0.044
H 6.713 0.603 9.350 0.078
C 9.731 3.596 7.616 -0.084
O 9.822 3.602 9.065 -0.153
H 10.741 3.472 7.342 0.042
H 9.236 4.521 7.355 0.072
H 9.228 2.743 7.164 0.070
H 9.775 2.668 9.246 -0.002
C 10.523 6.539 11.233 -0.155
O 10.945 5.207 11.064 -0.135
H 10.286 6.764 12.295 0.096
H 9.672 6.833 10.593 0.065
H 11.353 7.073 10.919 0.042
H 10.779 4.828 10.189 0.033
C 13.147 5.517 7.968 -0.136
O 14.559 5.578 8.033 -0.065
H 12.819 6.167 7.244 0.045
H 12.705 5.915 8.937 0.104
H 12.746 4.617 7.618 0.042
H 14.802 4.812 8.470 0.030
C 10.152 0.029 9.026 -0.102
O 9.956 1.109 9.924 -0.140
H 9.150 -0.399 8.805 0.104
H 10.736 -0.759 9.473 0.089
H 10.597 0.309 8.121 0.043
H 9.054 0.975 10.303 0.114
C 7.340 5.583 8.936 -0.187
O 6.146 5.758 9.582 -0.068
H 7.254 4.662 8.392 0.051
H 8.193 5.520 9.591 0.059
H 7.415 6.316 8.212 0.061
H 6.004 5.268 10.372 0.068
C 13.051 0.840 9.238 -0.171
O 12.648 2.169 9.366 -0.073
H 12.771 0.357 8.312 0.081
H 12.903 0.159 10.065 0.093
H 14.028 0.881 9.170 0.037
H 11.686 2.086 9.349 0.029
```

## Properties
Charge = 0
HOMO-LUMO gap = 9.270 eV
E_LUMO = -0.46 eV

***

## y
13 unconnected molecules or ions with the total composition C13H52O13. Source: the Open Molecules 2025 dataset; level of theory: the ωB97M-V functional and the def2-TZVPD basis.

Geometry as XYZ:
```
78
Properties=species:S:1:pos:R:3:lowdin_charge:R:1
C -3.118 0.256 -3.135 -0.142
O -2.521 0.892 -4.269 -0.129
H -2.370 0.240 -2.342 0.056
H -3.974 0.726 -2.652 0.075
H -3.276 -0.747 -3.531 0.084
H -1.745 0.358 -4.453 0.052
C 0.352 3.030 -2.815 -0.130
O 0.824 1.761 -2.377 -0.142
H -0.715 3.091 -2.599 0.079
H 0.821 3.860 -2.287 0.067
H 0.512 3.169 -3.884 0.086
H 0.374 1.573 -1.550 0.013
C -3.373 -1.456 4.571 -0.169
O -2.681 -0.919 3.491 -0.124
H -4.016 -0.756 5.104 0.079
H -3.906 -2.383 4.358 0.080
H -2.683 -1.784 5.349 0.076
H -1.938 -0.409 3.822 0.026
C -1.594 -4.686 -0.684 -0.190
O -1.459 -5.658 -1.668 -0.104
H -2.651 -4.421 -0.648 0.075
H -1.270 -4.878 0.338 0.082
H -1.076 -3.777 -0.992 0.057
H -1.596 -6.549 -1.338 0.081
C 4.005 -0.582 2.236 -0.130
O 4.980 -0.433 1.170 -0.135
H 4.334 -1.390 2.890 0.076
H 3.902 0.281 2.894 0.075
H 3.059 -0.815 1.748 0.059
H 5.237 0.488 1.081 0.064
C 0.658 0.299 4.012 -0.154
O -0.638 0.795 3.970 -0.127
H 0.564 -0.758 4.262 0.093
H 1.149 0.486 3.057 0.054
H 1.353 0.751 4.720 0.083
H -0.652 1.729 3.747 0.047
C 2.087 -3.421 -1.221 -0.100
O 2.381 -2.030 -0.896 -0.172
H 2.012 -3.949 -0.271 0.078
H 1.099 -3.460 -1.681 0.056
H 2.931 -3.674 -1.863 0.088
H 3.336 -1.998 -0.808 0.053
C 4.008 0.440 -2.102 -0.171
O 3.808 1.405 -3.132 -0.116
H 5.025 0.503 -1.714 0.075
H 3.294 0.444 -1.278 0.059
H 3.917 -0.556 -2.535 0.062
H 2.872 1.613 -3.094 0.029
C 0.978 -1.293 -3.984 -0.164
O 0.377 -1.231 -5.242 -0.119
H 1.749 -0.528 -4.073 0.078
H 0.295 -1.338 -3.136 0.081
H 1.542 -2.226 -3.953 0.070
H 1.053 -1.448 -5.888 0.081
C -0.237 -0.143 0.249 -0.102
O -0.611 1.188 -0.114 -0.145
H 0.823 -0.266 0.026 0.064
H -0.424 -0.261 1.316 0.079
H -0.734 -0.873 -0.390 0.082
H -1.511 1.253 0.216 0.064
C -4.791 -0.165 0.588 -0.161
O -3.407 0.056 0.700 -0.121
H -5.299 -0.085 -0.373 0.075
H -4.967 -1.217 0.814 0.076
H -5.435 0.334 1.312 0.078
H -3.164 -0.270 1.569 0.041
C -2.284 3.805 2.347 -0.116
O -1.069 3.282 2.897 -0.130
H -2.988 3.173 1.806 0.072
H -2.739 4.159 3.273 0.085
H -2.094 4.637 1.669 0.081
H -0.439 3.134 2.187 0.043
C 2.503 3.536 0.882 -0.169
O 1.538 2.744 1.431 -0.112
H 3.083 4.052 1.647 0.088
H 3.207 2.844 0.420 0.080
H 2.098 4.226 0.141 0.086
H 1.305 2.220 0.661 0.053
```

## Properties
Charge = 0
HOMO-LUMO gap = 10.311 eV
E_LUMO = 0.53 eV

***

Relative to the most stable structure, the computed energies are w 20.8; x 271.8; y 0.0, all in kJ/mol.

***

## w
A molecular structure, C20H24AsF6N6O2S2Tl. Source: the Open Molecules 2025 dataset; level of theory: the ωB97M-V functional and the def2-TZVPD basis.

Geometry as XYZ:
```
62
Properties=species:S:1:pos:R:3:nbo_charge:R:1
Tl 0.034 0.637 -0.116 0.757
C 2.274 -3.496 0.815 -0.622
C 1.344 -3.069 -0.294 -0.026
C -0.025 -3.284 -0.199 -0.188
C -0.885 -2.912 -1.232 -0.249
C -0.383 -2.319 -2.380 -0.174
C 0.984 -2.089 -2.480 -0.195
C 1.835 -2.461 -1.447 -0.211
H 2.644 -4.512 0.642 0.187
H 1.761 -3.469 1.778 0.218
H 3.125 -2.818 0.885 0.232
H -0.409 -3.726 0.716 0.183
H -1.959 -3.069 -1.146 0.179
H -1.044 -2.001 -3.175 0.245
H 1.375 -1.588 -3.358 0.224
H 2.898 -2.259 -1.522 0.202
S -1.469 3.201 0.486 -0.476
C -0.124 4.277 0.198 -0.314
C -0.395 5.345 -0.746 0.308
N -0.634 6.182 -1.505 -0.425
C 1.106 4.258 0.794 -0.294
S 1.695 3.120 1.972 -0.490
C 2.035 5.323 0.468 0.312
N 2.790 6.168 0.248 -0.431
N -3.093 -3.990 1.350 -0.813
C -3.733 -3.379 2.376 0.630
N -4.649 -4.145 3.043 -0.805
N -3.531 -2.181 2.754 -0.613
C -2.719 -1.401 2.026 0.404
N -2.024 -0.721 1.410 -0.380
H -3.623 -4.693 0.862 0.391
H -2.590 -3.361 0.734 0.427
H -4.366 -5.102 3.174 0.380
H -4.945 -3.700 3.898 0.399
C -0.338 1.040 3.583 -1.018
As 1.306 0.042 3.490 2.004
C 0.979 -1.383 4.785 -1.013
C 2.656 1.100 4.371 -1.012
O 1.803 -0.647 2.084 -1.152
H -0.303 1.650 4.487 0.229
H -1.169 0.341 3.624 0.223
H -0.425 1.690 2.706 0.319
H 0.697 -0.991 5.765 0.214
H 1.881 -1.987 4.869 0.224
H 0.172 -2.002 4.391 0.227
H 2.376 1.254 5.414 0.212
H 2.732 2.059 3.852 0.289
H 3.601 0.570 4.302 0.227
C -1.204 2.767 -3.400 -0.655
C -1.281 1.243 -3.597 0.140
O -0.906 0.488 -2.563 -0.929
C -0.381 0.902 -4.837 0.942
F -0.499 -0.388 -5.253 -0.349
F -0.598 1.670 -5.941 -0.353
F 0.919 1.071 -4.510 -0.333
C -2.758 0.910 -3.985 0.944
F -3.580 1.204 -2.959 -0.327
F -2.953 -0.406 -4.263 -0.347
F -3.229 1.594 -5.069 -0.357
H -0.172 3.032 -3.163 0.228
H -1.820 3.037 -2.542 0.255
H -1.525 3.324 -4.281 0.202
```

## Properties
Charge = -2
HOMO-LUMO gap = 4.015 eV
E_LUMO = 3.39 eV

***

## x
A molecular structure, C20H24AsF6N6O2S2Tl. Source: the Open Molecules 2025 dataset; level of theory: the ωB97M-V functional and the def2-TZVPD basis.

Geometry as XYZ:
```
62
Properties=species:S:1:pos:R:3:nbo_charge:R:1
Tl -0.051 -1.132 -0.138 0.708
C -2.381 1.326 2.857 -0.625
C -2.737 0.646 1.561 -0.035
C -2.736 1.357 0.360 -0.210
C -3.030 0.731 -0.842 -0.208
C -3.330 -0.627 -0.865 -0.214
C -3.340 -1.341 0.322 -0.231
C -3.048 -0.707 1.527 -0.170
H -3.249 1.828 3.293 0.199
H -1.600 2.071 2.691 0.209
H -2.011 0.602 3.586 0.226
H -2.448 2.404 0.369 0.197
H -2.967 1.278 -1.774 0.213
H -3.485 -1.125 -1.812 0.232
H -3.511 -2.410 0.319 0.230
H -3.001 -1.294 2.437 0.216
S -0.805 -3.662 1.584 -0.372
C -0.680 -3.038 3.179 -0.274
C -1.569 -3.639 4.147 0.302
N -2.290 -4.139 4.897 -0.410
C 0.167 -2.063 3.619 -0.367
S 1.407 -1.326 2.634 -0.413
C 0.127 -1.676 4.998 0.305
N 0.101 -1.302 6.092 -0.440
N 1.542 2.002 -1.658 -0.791
C 2.675 1.849 -2.340 0.648
N 2.967 2.816 -3.271 -0.803
N 3.545 0.883 -2.212 -0.666
C 3.202 -0.212 -1.544 0.433
N 2.992 -1.208 -0.988 -0.444
H 0.854 2.667 -1.962 0.397
H 1.249 1.388 -0.890 0.465
H 2.590 3.735 -3.121 0.376
H 3.908 2.772 -3.622 0.397
C 0.752 1.606 3.950 -0.966
As 1.430 1.496 2.144 1.982
C 3.276 0.959 1.891 -0.975
C 1.821 3.444 2.044 -1.028
O 0.413 1.308 0.838 -1.233
H 1.618 1.742 4.599 0.233
H 0.227 0.708 4.246 0.269
H 0.107 2.484 4.004 0.216
H 3.812 1.089 2.831 0.230
H 3.689 1.619 1.127 0.218
H 3.340 -0.078 1.574 0.276
H 2.482 3.755 2.858 0.204
H 0.885 3.999 2.112 0.216
H 2.296 3.670 1.089 0.216
C 0.499 -2.819 -3.399 -0.652
C -0.459 -1.670 -3.785 0.135
O -0.776 -0.844 -2.795 -0.899
C -1.753 -2.321 -4.368 0.942
F -2.730 -1.430 -4.614 -0.334
F -1.571 -3.006 -5.534 -0.360
F -2.268 -3.212 -3.496 -0.335
C 0.234 -0.879 -4.944 0.941
F 1.263 -0.159 -4.463 -0.334
F -0.589 -0.005 -5.563 -0.343
F 0.760 -1.652 -5.936 -0.358
H 0.049 -3.371 -2.574 0.229
H 1.433 -2.384 -3.043 0.234
H 0.705 -3.506 -4.222 0.198
```

## Properties
Charge = -2
HOMO-LUMO gap = 5.189 eV
E_LUMO = 4.04 eV

***

Relative to the most stable structure, the computed energies are w 79.8; x 0.0, all in kJ/mol.